Entry from the Open Molecules 2025 dataset: one molecule with the formula C24H33N3O4 (the ωB97M-V functional and the def2-TZVPD basis).

Element x y z (Å)
C (5.636, 4.101, -1.484)
C (5.017, 2.715, -1.392)
O (3.944, 2.641, -2.321)
C (3.016, 1.612, -2.096)
C (3.635, 0.212, -2.219)
C (2.589, -0.847, -2.575)
N (1.611, -1.027, -1.531)
C (0.439, -0.340, -1.520)
O (0.032, 0.281, -2.481)
C (-0.303, -0.468, -0.235)
C (0.355, -0.291, 0.945)
N (-0.253, -0.341, 2.161)
C (0.559, -0.148, 3.348)
C (1.477, -1.345, 3.636)
C (0.660, -2.625, 3.787)
C (2.282, -1.064, 4.902)
C (-1.610, -0.592, 2.340)
O (-2.096, -0.626, 3.467)
C (-2.311, -0.786, 1.101)
C (-1.701, -0.717, -0.158)
C (-2.725, -0.971, -1.120)
C (-2.761, -1.035, -2.513)
C (-3.961, -1.317, -3.126)
C (-5.125, -1.533, -2.383)
C (-5.122, -1.467, -1.008)
C (-3.914, -1.184, -0.377)
N (-3.644, -1.066, 0.957)
C (-4.611, -1.218, 2.009)
O (2.406, 1.725, -0.838)
C (1.552, 2.861, -0.746)
C (1.161, 3.095, 0.703)
H (6.480, 4.175, -0.803)
H (5.977, 4.283, -2.499)
H (4.901, 4.858, -1.226)
H (4.639, 2.529, -0.379)
H (5.770, 1.950, -1.630)
H (2.269, 1.758, -2.893)
H (4.388, 0.249, -3.007)
H (4.119, -0.043, -1.274)
H (3.084, -1.805, -2.762)
H (2.044, -0.543, -3.471)
H (1.938, -1.426, -0.666)
H (1.405, -0.042, 0.967)
H (-0.138, -0.017, 4.180)
H (1.155, 0.761, 3.229)
H (2.172, -1.467, 2.797)
H (-0.087, -2.504, 4.567)
H (1.307, -3.459, 4.049)
H (0.146, -2.870, 2.860)
H (2.866, -0.152, 4.795)
H (2.963, -1.886, 5.108)
H (1.616, -0.949, 5.753)
H (-1.870, -0.847, -3.088)
H (-4.010, -1.370, -4.203)
H (-6.048, -1.751, -2.902)
H (-6.024, -1.628, -0.438)
H (-4.111, -1.067, 2.964)
H (-5.410, -0.481, 1.898)
H (-5.047, -2.219, 1.981)
H (2.083, 3.737, -1.140)
H (0.662, 2.684, -1.366)
H (0.535, 2.283, 1.064)
H (2.050, 3.163, 1.325)
H (0.605, 4.025, 0.780)

## Properties
lowest unoccupied orbital energy = 0.58 eV
total charge = 0
ΔE to the lowest compared entry with this formula, charge and spin = 0.3 kcal/mol
frontier orbital gap = 8.12 eV
SMILES string = CCOC(CCNC(=O)c1cn(CC(C)C)c(=O)c2c1c1ccccc1n2C)OCC